No. 1
Formula: C4H13NO2
Source: OMol25
Level of theory: ωB97M-V/def2-TZVPD

The geometry in XYZ format:
```
20
Properties=species:S:1:pos:R:3:nbo_charge:R:1
C 1.87390 -2.12977 -1.46372 -0.428
H -1.76350 3.82986 2.42095 0.477
H 1.76277 -2.68007 -2.39316 0.202
H 1.63905 -1.64063 1.09458 0.217
H -0.34913 1.20262 0.47017 0.211
H 0.69855 -0.24240 1.74108 0.231
O -0.98965 3.25649 2.40519 -0.947
H -2.37454 1.19107 -0.65081 0.475
H -0.34960 3.57127 3.04450 0.472
H -0.04969 -1.78140 1.34311 0.219
H -3.53001 0.28147 -0.34266 0.465
H 2.73994 -1.48410 -1.45327 0.190
H -0.19689 1.19768 -1.36149 0.190
C 0.44106 -0.48730 -0.32241 0.207
O -3.34225 1.18005 -0.64255 -0.942
H 0.67900 -0.81063 -2.32497 0.366
H 1.73286 -2.88333 -0.73123 0.203
C 0.71833 -1.05839 1.03482 -0.660
C 0.05836 0.77637 -0.42241 -0.548
N 0.60143 -1.28887 -1.44575 -0.602
```

gap between HOMO and LUMO: 9.117 eV
energy above the lowest of the compared OMol25 structures with the same formula, charge and spin: 1.433 eV
structure (SMILES): C=C(C)NC.O.O

***

No. 2
Formula: C25H17N8S2Tl
Source: OMol25
Level of theory: ωB97M-V/def2-TZVPD

The geometry in XYZ format:
```
53
Properties=species:S:1:pos:R:3:mulliken_charge:R:1
S 2.14993 -2.13511 1.27820 -0.450
C -0.99619 2.40380 -0.12760 -0.240
H -2.25676 -6.04244 -4.65769 0.429
C -0.96631 -4.35336 -4.36951 -0.793
N 0.08212 1.97513 0.53129 -0.309
C 2.03491 2.40222 1.89432 -0.217
H -3.37516 -1.53782 -2.33561 0.593
H -2.35369 0.46523 2.00130 0.480
N 0.31955 -1.86628 -0.96741 0.233
H -5.17018 -0.29022 -1.13314 0.510
H 3.90961 -3.90558 0.15709 0.201
C 2.20604 -2.87231 -0.31419 0.665
H -2.37827 3.98305 -0.53987 0.482
C -1.93661 -1.19445 -0.78966 0.446
C -0.87633 -2.05822 -1.39752 0.547
C 4.09741 2.83903 3.03373 -0.345
H -2.80145 -3.90036 -0.99947 0.533
S 1.88258 6.76203 3.72891 0.245
H -1.45927 1.70833 -0.81343 0.600
N 2.44519 1.16879 1.57276 -0.341
C 0.27551 4.12883 1.55284 0.625
C -0.59321 -3.32419 -3.52219 -0.042
C 1.04716 4.99424 2.42557 0.621
H 3.26848 -4.17860 -1.43634 0.245
N 3.22352 -3.70428 -0.54807 -0.390
H -3.41820 -5.75751 -2.49497 0.420
C -2.61931 0.03655 1.04193 -0.447
N 1.34051 -2.68491 -1.28068 -1.174
H 3.95191 -0.22768 1.63163 0.454
N 0.69715 6.21711 2.78877 -0.619
C -3.90671 0.14953 0.54855 -0.579
C -2.63524 -5.06988 -2.78584 -0.842
Tl 0.76519 -0.22637 0.53376 1.697
N 2.87468 5.49662 3.70572 -0.618
C -4.18439 -0.38907 -0.69736 -0.568
N -1.65081 -0.60751 0.38492 -0.374
C 0.74861 2.83403 1.33262 -0.296
C -1.97893 -5.23001 -3.99861 -0.392
C 2.29068 4.58191 2.94931 0.603
C -1.50770 3.68350 0.02639 -1.008
H -1.25113 5.55229 1.06444 0.575
H -0.46329 -4.47726 -5.31947 0.413
C -0.88324 4.54754 0.89776 -0.395
H 5.50858 1.22607 2.91653 0.437
C 3.66270 0.77138 1.92571 -0.080
C -3.18834 -1.07929 -1.37462 -0.460
H 0.20517 -2.65024 -3.80378 0.449
C -1.26102 -3.15283 -2.31028 0.025
C 2.82640 3.26970 2.64302 0.540
H 4.72849 3.50514 3.60829 0.570
H -4.66684 0.65035 1.13220 0.478
C -2.28749 -4.02412 -1.94601 -0.165
C 4.52399 1.58748 2.65576 -0.971
```

gap between HOMO and LUMO: 7.064 eV
total charge: +2

***

No. 3
Formula: CH6O2SSi
Source: OMol25
Level of theory: ωB97M-V/def2-TZVPD

The geometry in XYZ format:
```
11
Properties=species:S:1:pos:R:3:nbo_charge:R:1
H -1.30974 0.04203 -1.59662 0.234
C -0.84241 0.87677 -1.09571 -0.838
O -1.60979 -0.45197 1.17774 -0.959
H 0.69764 -2.52962 0.83158 -0.109
H 2.28961 -0.77886 1.45680 -0.118
H -1.54472 1.63791 -0.79331 0.250
S -0.43878 0.27608 0.63338 1.760
Si 1.22215 -1.20324 0.50274 0.631
H 1.57378 -0.75598 -0.85731 -0.142
H 0.06040 1.41763 -1.60113 0.246
O -0.09814 1.46925 1.34185 -0.957
```

gap between HOMO and LUMO: 10.268 eV
energy above the lowest of the compared OMol25 structures with the same formula, charge and spin: 0.494 eV
structure (SMILES): CS(=O)(=O)[SiH3]

***

No. 4
Formula: C4H10N3O
Source: OMol25
Level of theory: ωB97M-V/def2-TZVPD

The geometry in XYZ format:
```
18
Properties=species:S:1:pos:R:3:nbo_charge:R:1
N -0.11403 -0.95827 -0.41573 -0.149
H 2.32281 1.46758 -1.35718 0.396
H -2.38114 -0.66645 1.01869 0.273
H 2.99503 0.36312 -0.44157 0.394
C -0.79507 -2.13206 -0.90746 -0.447
H -1.79483 -1.81461 -1.28647 0.252
H -0.63451 -2.71766 -0.04119 0.254
H 1.31535 0.96270 0.28139 0.492
N 2.62357 1.28812 -0.35167 -1.045
C -1.75684 0.23135 1.04932 -0.473
C -2.39385 1.23608 0.15723 -0.065
H -0.17840 -2.39392 -1.71294 0.264
H -3.30755 1.59778 0.73069 0.266
H -1.38206 0.78525 1.84870 0.297
O 0.35853 1.02683 0.72618 -0.623
N -2.31706 1.79757 -0.88992 -0.112
C -0.39700 0.02879 0.34122 0.606
H 3.24294 2.00882 -0.06159 0.418
```

gap between HOMO and LUMO (spin up / spin down): 5.604 / 10.730 eV
total charge: +1
energy above the lowest of the compared OMol25 structures with the same formula, charge and spin: 5.151 eV

***

No. 5
Formula: C5H13N3O
Source: OMol25
Level of theory: ωB97M-V/def2-TZVPD

The geometry in XYZ format:
```
22
Properties=species:S:1:pos:R:3:nbo_charge:R:1
H 0.52678 2.17255 1.63354 0.221
H 2.77451 -0.53154 -1.48233 0.193
C 2.73343 -0.77104 -0.37549 -0.469
H -0.17752 -2.49757 0.62110 0.199
H -2.44490 0.47828 -1.34382 0.223
N -1.13782 -0.98311 -0.36887 -0.304
N 2.01150 0.26519 0.36329 -0.466
H 2.35195 -1.76435 -0.19735 0.180
H 0.68157 -1.13014 -1.15548 0.397
H -2.72385 0.43380 0.48087 0.152
H -0.45139 1.93290 -1.25593 0.483
H 3.83860 -0.87943 -0.07201 0.214
C -1.01055 -1.82400 0.85231 -0.423
C 0.74990 0.38515 0.21541 0.384
H -3.21989 -0.98576 -0.58162 0.207
O -0.60388 2.37629 -0.29485 -0.750
H -0.92142 1.16199 1.30539 0.182
H -0.95829 -1.28832 1.79855 0.181
H -1.76345 -2.48029 0.94168 0.200
N 0.11703 -0.40323 -0.66786 -0.482
C -0.03362 1.53372 0.83831 -0.106
C -2.37526 -0.28789 -0.46714 -0.417
```

gap between HOMO and LUMO: 9.639 eV
energy above the lowest of the compared OMol25 structures with the same formula, charge and spin: 4.570 eV
structure (SMILES): C/N=C(/CO)NN(C)C

***

Copy entry 2 word for word.
Formula: C25H17N8S2Tl
Source: OMol25
Level of theory: ωB97M-V/def2-TZVPD

The geometry in XYZ format:
```
53
Properties=species:S:1:pos:R:3:mulliken_charge:R:1
S 2.14993 -2.13511 1.27820 -0.450
C -0.99619 2.40380 -0.12760 -0.240
H -2.25676 -6.04244 -4.65769 0.429
C -0.96631 -4.35336 -4.36951 -0.793
N 0.08212 1.97513 0.53129 -0.309
C 2.03491 2.40222 1.89432 -0.217
H -3.37516 -1.53782 -2.33561 0.593
H -2.35369 0.46523 2.00130 0.480
N 0.31955 -1.86628 -0.96741 0.233
H -5.17018 -0.29022 -1.13314 0.510
H 3.90961 -3.90558 0.15709 0.201
C 2.20604 -2.87231 -0.31419 0.665
H -2.37827 3.98305 -0.53987 0.482
C -1.93661 -1.19445 -0.78966 0.446
C -0.87633 -2.05822 -1.39752 0.547
C 4.09741 2.83903 3.03373 -0.345
H -2.80145 -3.90036 -0.99947 0.533
S 1.88258 6.76203 3.72891 0.245
H -1.45927 1.70833 -0.81343 0.600
N 2.44519 1.16879 1.57276 -0.341
C 0.27551 4.12883 1.55284 0.625
C -0.59321 -3.32419 -3.52219 -0.042
C 1.04716 4.99424 2.42557 0.621
H 3.26848 -4.17860 -1.43634 0.245
N 3.22352 -3.70428 -0.54807 -0.390
H -3.41820 -5.75751 -2.49497 0.420
C -2.61931 0.03655 1.04193 -0.447
N 1.34051 -2.68491 -1.28068 -1.174
H 3.95191 -0.22768 1.63163 0.454
N 0.69715 6.21711 2.78877 -0.619
C -3.90671 0.14953 0.54855 -0.579
C -2.63524 -5.06988 -2.78584 -0.842
Tl 0.76519 -0.22637 0.53376 1.697
N 2.87468 5.49662 3.70572 -0.618
C -4.18439 -0.38907 -0.69736 -0.568
N -1.65081 -0.60751 0.38492 -0.374
C 0.74861 2.83403 1.33262 -0.296
C -1.97893 -5.23001 -3.99861 -0.392
C 2.29068 4.58191 2.94931 0.603
C -1.50770 3.68350 0.02639 -1.008
H -1.25113 5.55229 1.06444 0.575
H -0.46329 -4.47726 -5.31947 0.413
C -0.88324 4.54754 0.89776 -0.395
H 5.50858 1.22607 2.91653 0.437
C 3.66270 0.77138 1.92571 -0.080
C -3.18834 -1.07929 -1.37462 -0.460
H 0.20517 -2.65024 -3.80378 0.449
C -1.26102 -3.15283 -2.31028 0.025
C 2.82640 3.26970 2.64302 0.540
H 4.72849 3.50514 3.60829 0.570
H -4.66684 0.65035 1.13220 0.478
C -2.28749 -4.02412 -1.94601 -0.165
C 4.52399 1.58748 2.65576 -0.971
```

gap between HOMO and LUMO: 7.064 eV
total charge: +2

***

What did the fourth record say?
Formula: C4H10N3O
Source: OMol25
Level of theory: ωB97M-V/def2-TZVPD

The geometry in XYZ format:
```
18
Properties=species:S:1:pos:R:3:nbo_charge:R:1
N -0.11403 -0.95827 -0.41573 -0.149
H 2.32281 1.46758 -1.35718 0.396
H -2.38114 -0.66645 1.01869 0.273
H 2.99503 0.36312 -0.44157 0.394
C -0.79507 -2.13206 -0.90746 -0.447
H -1.79483 -1.81461 -1.28647 0.252
H -0.63451 -2.71766 -0.04119 0.254
H 1.31535 0.96270 0.28139 0.492
N 2.62357 1.28812 -0.35167 -1.045
C -1.75684 0.23135 1.04932 -0.473
C -2.39385 1.23608 0.15723 -0.065
H -0.17840 -2.39392 -1.71294 0.264
H -3.30755 1.59778 0.73069 0.266
H -1.38206 0.78525 1.84870 0.297
O 0.35853 1.02683 0.72618 -0.623
N -2.31706 1.79757 -0.88992 -0.112
C -0.39700 0.02879 0.34122 0.606
H 3.24294 2.00882 -0.06159 0.418
```

gap between HOMO and LUMO (spin up / spin down): 5.604 / 10.730 eV
total charge: +1
energy above the lowest of the compared OMol25 structures with the same formula, charge and spin: 5.151 eV

***

What did the second record say?
Formula: C25H17N8S2Tl
Source: OMol25
Level of theory: ωB97M-V/def2-TZVPD

The geometry in XYZ format:
```
53
Properties=species:S:1:pos:R:3:mulliken_charge:R:1
S 2.14993 -2.13511 1.27820 -0.450
C -0.99619 2.40380 -0.12760 -0.240
H -2.25676 -6.04244 -4.65769 0.429
C -0.96631 -4.35336 -4.36951 -0.793
N 0.08212 1.97513 0.53129 -0.309
C 2.03491 2.40222 1.89432 -0.217
H -3.37516 -1.53782 -2.33561 0.593
H -2.35369 0.46523 2.00130 0.480
N 0.31955 -1.86628 -0.96741 0.233
H -5.17018 -0.29022 -1.13314 0.510
H 3.90961 -3.90558 0.15709 0.201
C 2.20604 -2.87231 -0.31419 0.665
H -2.37827 3.98305 -0.53987 0.482
C -1.93661 -1.19445 -0.78966 0.446
C -0.87633 -2.05822 -1.39752 0.547
C 4.09741 2.83903 3.03373 -0.345
H -2.80145 -3.90036 -0.99947 0.533
S 1.88258 6.76203 3.72891 0.245
H -1.45927 1.70833 -0.81343 0.600
N 2.44519 1.16879 1.57276 -0.341
C 0.27551 4.12883 1.55284 0.625
C -0.59321 -3.32419 -3.52219 -0.042
C 1.04716 4.99424 2.42557 0.621
H 3.26848 -4.17860 -1.43634 0.245
N 3.22352 -3.70428 -0.54807 -0.390
H -3.41820 -5.75751 -2.49497 0.420
C -2.61931 0.03655 1.04193 -0.447
N 1.34051 -2.68491 -1.28068 -1.174
H 3.95191 -0.22768 1.63163 0.454
N 0.69715 6.21711 2.78877 -0.619
C -3.90671 0.14953 0.54855 -0.579
C -2.63524 -5.06988 -2.78584 -0.842
Tl 0.76519 -0.22637 0.53376 1.697
N 2.87468 5.49662 3.70572 -0.618
C -4.18439 -0.38907 -0.69736 -0.568
N -1.65081 -0.60751 0.38492 -0.374
C 0.74861 2.83403 1.33262 -0.296
C -1.97893 -5.23001 -3.99861 -0.392
C 2.29068 4.58191 2.94931 0.603
C -1.50770 3.68350 0.02639 -1.008
H -1.25113 5.55229 1.06444 0.575
H -0.46329 -4.47726 -5.31947 0.413
C -0.88324 4.54754 0.89776 -0.395
H 5.50858 1.22607 2.91653 0.437
C 3.66270 0.77138 1.92571 -0.080
C -3.18834 -1.07929 -1.37462 -0.460
H 0.20517 -2.65024 -3.80378 0.449
C -1.26102 -3.15283 -2.31028 0.025
C 2.82640 3.26970 2.64302 0.540
H 4.72849 3.50514 3.60829 0.570
H -4.66684 0.65035 1.13220 0.478
C -2.28749 -4.02412 -1.94601 -0.165
C 4.52399 1.58748 2.65576 -0.971
```

gap between HOMO and LUMO: 7.064 eV
total charge: +2